12
Properties=species:S:1:pos:R:3:forces:R:3 method="wB97M-V/def2-TZVPD" gap_ev=8.218 e_homo_ha=-0.5008 charge=+1 lumo_ev=-5.4 de_lowest_kcal_mol=80.2
C 0.447 0.799 1.224 2.82 -2.98 0.36
C -1.554 0.717 -1.826 3.20 -2.39 0.20
C -0.845 0.982 -0.767 -2.18 -0.77 -2.91
N -0.101 1.158 0.139 0.56 1.39 0.74
N 1.059 -0.410 1.324 -1.44 0.36 -1.07
N 0.674 -1.290 0.331 -1.50 -2.19 0.75
H 0.939 1.443 1.859 -0.27 2.13 2.04
H -1.120 -0.139 -2.462 -0.93 1.23 1.13
H -2.429 1.159 -2.102 -2.06 1.43 -0.77
H 0.681 -2.260 0.606 -0.13 0.02 0.73
H 1.184 -0.831 2.247 0.51 0.50 -0.31
H 1.066 -1.328 -0.573 1.42 1.28 -0.89